[1]
93
Properties=species:S:1:pos:R:3:forces:R:3 method="wB97M-V/def2-TZVPD" largest_force_ha_per_bohr=0.012 homo_lumo_gap_ev="6.7 / 6.6" homo_energy_ev="-8.55 / -8.55" lumo_ev="-1.88 / -1.92"
V -0.1243 -0.0039 0.0386 -0.1 0.0 0.3
C 2.3720 1.9007 -1.9064 0.1 -0.1 0.0
C 1.1311 2.0545 -2.7317 0.0 0.0 0.0
C 0.9742 3.1747 -3.5456 0.0 0.0 0.1
C -0.1500 3.3344 -4.3346 0.0 0.0 0.0
C -1.1506 2.3758 -4.3082 0.0 0.0 0.0
C -1.0388 1.2529 -3.5019 0.0 0.0 -0.1
C -2.1525 0.2444 -3.4589 0.0 0.0 0.0
C 0.1208 1.0926 -2.7326 0.1 -0.1 0.0
N 0.2044 -0.0693 -1.8966 0.0 0.0 0.2
C 0.2166 -1.2849 -2.5525 -0.2 0.0 0.0
O 0.5520 -1.4931 -3.6919 0.1 0.0 0.0
C -0.4163 -2.3472 -1.6980 0.0 0.0 0.0
C -0.5951 -3.6793 -2.0110 0.0 0.0 0.0
C -1.3037 -4.4645 -1.1073 0.0 0.0 0.0
C -1.7958 -3.9170 0.0740 0.0 0.0 0.0
C -1.5576 -2.5778 0.3091 0.0 0.0 0.0
N -0.9077 -1.8431 -0.5776 0.2 0.0 0.1
C -1.9524 -1.7728 1.5159 -0.1 0.0 0.0
O -2.6374 -2.2264 2.4078 0.0 0.0 0.0
N -1.4469 -0.5112 1.4139 0.2 0.0 -0.1
C -1.8439 0.4861 2.3626 0.1 0.0 0.0
C -2.9625 1.2693 2.0750 0.0 0.0 0.0
C -3.8515 0.9544 0.9054 0.0 -0.1 0.0
C -3.2606 2.3281 2.9283 0.0 0.0 0.0
C -2.4784 2.5837 4.0420 0.0 0.0 0.0
C -1.4021 1.7603 4.3379 0.0 0.0 0.0
C -1.0706 0.6967 3.5078 0.0 0.0 0.0
C 0.0686 -0.2210 3.8420 0.0 0.0 0.0
H 2.8553 2.8682 -1.7650 0.0 0.0 0.0
H 3.0774 1.2209 -2.3859 0.0 0.0 0.0
H 2.1672 1.4698 -0.9305 0.0 0.0 0.0
H 1.7530 3.9283 -3.5497 0.0 0.0 0.0
H -0.2552 4.2120 -4.9601 0.0 0.0 0.0
H -2.0441 2.5069 -4.9076 0.0 0.0 0.0
H -3.0717 0.6807 -3.8475 0.0 0.0 0.0
H -2.3481 -0.0904 -2.4383 0.0 0.0 0.0
H -1.9160 -0.6362 -4.0626 0.0 0.0 0.0
H -0.1923 -4.0668 -2.9363 0.0 0.0 0.0
H -1.4692 -5.5125 -1.3219 0.0 0.0 0.0
H -2.3466 -4.4939 0.8038 0.0 0.0 0.0
H -4.3812 0.0143 1.0814 0.0 0.0 0.0
H -3.2918 0.8483 -0.0245 0.0 0.0 0.1
H -4.5944 1.7390 0.7677 0.0 0.0 0.0
H -4.1165 2.9559 2.7084 0.0 0.0 0.0
H -2.7133 3.4200 4.6887 0.0 0.0 0.0
H -0.8042 1.9446 5.2227 0.0 0.0 0.0
H 0.6037 0.1372 4.7218 0.0 0.0 0.0
H 0.7757 -0.2992 3.0170 0.0 0.0 0.0
H -0.3059 -1.2262 4.0536 0.0 0.0 0.0
Cl -1.9357 6.4430 0.2993 0.0 0.0 0.0
C -1.1203 4.9546 0.5741 0.0 0.0 0.0
C -0.0705 4.8882 1.5134 0.0 0.0 0.0
Cl 0.3794 6.3030 2.3817 0.0 0.0 0.0
C 0.6076 3.7022 1.7516 0.0 0.0 0.0
Cl 1.8875 3.5837 2.8885 0.0 0.0 0.0
C 0.2273 2.5664 1.0352 0.0 0.1 0.1
O 0.7705 1.3708 1.0885 -0.3 -0.2 -0.2
C -0.8418 2.6390 0.1486 0.0 -0.1 -0.2
O -1.0939 1.4527 -0.3779 -0.3 0.4 -0.2
C -1.5145 3.8238 -0.1240 0.0 0.0 0.2
Cl -2.8105 3.8186 -1.2436 0.0 0.0 0.0
C 1.9446 -5.2578 1.0036 0.0 0.0 0.0
C 2.5081 -3.9676 1.5752 -0.1 0.1 0.0
C 1.5905 -3.3999 2.6450 0.0 0.0 0.1
C 3.9191 -4.1901 2.0923 0.1 0.0 0.0
O 2.5540 -3.0680 0.4219 0.1 -0.1 0.0
P 2.7597 -1.5108 0.3405 -0.3 0.0 0.1
O 3.3419 -1.0751 -0.9245 0.0 0.0 -0.1
O 1.2712 -0.9621 0.5674 0.6 -0.1 -0.1
O 3.5218 -1.1734 1.6654 0.0 0.1 0.2
C 4.3050 0.0016 2.0812 0.0 -0.1 -0.1
C 3.8066 0.3183 3.4785 0.0 0.1 0.0
C 5.7513 -0.4604 2.0846 0.1 0.0 0.0
C 4.0970 1.1765 1.1462 0.0 0.1 0.0
H 1.9338 -6.0330 1.7711 0.0 0.0 0.0
H 2.5571 -5.5985 0.1685 0.0 0.0 0.0
H 0.9257 -5.1019 0.6517 0.0 0.0 0.0
H 1.4943 -4.1201 3.4593 0.0 0.0 0.0
H 0.5960 -3.2111 2.2374 0.0 0.0 0.0
H 1.9831 -2.4691 3.0549 0.0 -0.1 0.0
H 3.8960 -4.9377 2.8871 0.0 0.0 0.0
H 4.3446 -3.2725 2.4921 0.0 0.0 0.0
H 4.5596 -4.5589 1.2902 0.0 0.0 0.0
H 3.8988 -0.5565 4.1245 0.0 0.0 0.0
H 2.7638 0.6329 3.4454 0.0 0.0 0.0
H 4.3994 1.1298 3.9054 0.0 0.0 0.0
H 5.8875 -1.3014 2.7657 0.0 0.0 0.0
H 6.3984 0.3554 2.4110 0.0 0.0 0.0
H 6.0549 -0.7639 1.0821 0.0 0.0 0.0
H 3.0519 1.4892 1.1513 0.1 -0.1 0.0
H 4.3968 0.9372 0.1271 0.0 0.0 0.0
H 4.6990 2.0107 1.5111 0.0 0.0 0.0



[2]
13
Properties=species:S:1:pos:R:3:forces:R:3 method="wB97M-V/def2-TZVPD" largest_force_ha_per_bohr=0.030 homo_lumo_gap_ev=6.0 total_charge=+1 homo_energy_ev=-14.34 lumo_ev=-8.36
O 1.7072 0.4967 1.2586 0.0 0.1 0.5
C 1.5465 0.1501 -0.0409 0.1 -0.3 -0.1
O 2.1100 0.7568 -0.8860 0.5 0.3 -0.4
C 0.5871 -0.9732 -0.3061 -1.0 0.1 0.6
C -0.7969 -0.4146 0.0447 1.2 0.8 -0.6
C -1.2102 0.8945 -0.5230 -0.3 -0.6 0.4
O -1.7723 -0.3583 -0.9055 -0.9 -0.4 0.2
H 0.5267 -1.2258 -1.3555 0.4 -0.2 -0.2
H 0.7892 -1.8232 0.3370 0.3 -0.4 -0.3
H -1.1372 -0.6263 1.0904 -0.6 -0.5 0.1
H -0.6282 1.3264 -1.3187 0.2 0.4 0.1
H -1.8556 1.4740 0.1247 -0.2 0.5 -0.4
Cd 0.1338 0.3229 2.4803 0.2 0.2 0.0



[3]
9
Properties=species:S:1:pos:R:3:forces:R:3 method="wB97M-V/def2-TZVPD" largest_force_ha_per_bohr=0.092 homo_lumo_gap_ev=11.4 homo_energy_ev=-10.44 lumo_ev=0.92 smiles="FC(F)=CC(F)F"
F -3.0580 0.2634 -0.6069 0.1 -0.1 0.1
C -1.9299 -0.2476 -0.1383 -0.2 0.2 0.2
F -2.1973 -1.2574 0.6737 0.1 0.1 -0.2
C -0.7393 0.2264 -0.4064 3.7 -2.3 0.8
C 0.7456 -0.6521 0.1033 -4.1 2.3 -0.2
F 1.7761 0.1615 -0.1328 0.3 0.1 -0.1
F 0.8635 -1.7508 -0.6305 0.2 -0.4 -0.3
H -0.5381 1.0134 -1.1050 -0.2 0.3 -0.1
H 0.6598 -0.8884 1.1690 0.2 -0.1 -0.2